Record 1
Molecular formula: C2H5N5O
Method: DFT, ωB97M-V with the def2-TZVPD basis set

```
! wB97M-V def2-TZVPD RIJCOSX def2/J DEFGRID3
* xyz 0 1
N 1.080 1.094 1.706
N 0.651 0.163 0.793
C -0.085 -0.958 1.406
N -0.908 -1.377 0.525
C -0.796 -0.669 -0.683
N -1.264 -1.099 -1.755
O -0.697 -0.192 -2.650
N -0.040 0.458 -0.449
H 1.905 1.678 1.429
H 0.333 1.865 2.000
H 0.257 -1.222 2.393
H -0.999 -0.390 -3.519
H 0.564 0.647 -1.196
*
```

Relative energy (zero: lowest compared OMol25 entry of this formula, charge and spin), kcal/mol: 86.8
HOMO energy, eV: -8.242
Calculated total energy, eV: -11648.781
HOMO-LUMO gap, eV: 8.944
E_LUMO, Ha: 0.0258



Record 2
Molecular formula: C4H8N2OS
Method: DFT, ωB97M-V with the def2-TZVPD basis set

```
! wB97M-V def2-TZVPD RIJCOSX def2/J DEFGRID3
* xyz 0 1
N -1.026 0.472 2.214
C 0.348 0.117 1.936
C 0.602 -0.120 0.449
O 1.960 -0.553 0.276
C -0.335 -1.165 -0.053
N -1.003 -0.995 -1.116
S -0.551 0.419 -1.946
C 0.334 1.157 -0.442
H -1.220 1.437 2.037
H -1.293 0.155 3.189
H 1.070 0.820 2.317
H 0.567 -0.894 2.399
H 2.042 -1.586 0.176
H -0.537 -1.961 0.589
H -0.352 1.945 -0.059
H 1.368 1.524 -0.734
*
```

Relative energy (zero: lowest compared OMol25 entry of this formula, charge and spin), kcal/mol: 35.4
HOMO energy, eV: -8.557
Calculated total energy, eV: -20139.300
HOMO-LUMO gap, eV: 9.163
E_LUMO, Ha: 0.0223



Record 3
Molecular formula: C4H7NO2
Method: DFT, ωB97M-V with the def2-TZVPD basis set

```
! wB97M-V def2-TZVPD RIJCOSX def2/J DEFGRID3
* xyz 0 1
C 0.278 1.540 0.297
C 0.367 0.036 0.164
C -0.851 -0.761 0.564
O -1.667 -0.995 -0.650
N 0.867 -0.439 -1.182
C 1.629 -0.705 -0.130
O 2.610 -1.233 0.289
H -0.591 1.943 -0.230
H 0.205 1.813 1.350
H 1.166 2.003 -0.129
H -1.414 -0.269 1.363
H -0.575 -1.775 0.858
H -2.085 -0.158 -0.890
H 0.061 -1.000 -1.673
*
```

Relative energy (zero: lowest compared OMol25 entry of this formula, charge and spin), kcal/mol: 61.1
HOMO energy, eV: -9.459
Calculated total energy, eV: -9844.628
HOMO-LUMO gap, eV: 10.002
E_LUMO, Ha: 0.0200



Record 4
Molecular formula: C43H106N7O17Sr
Method: DFT, ωB97M-V with the def2-TZVPD basis set

```
! wB97M-V def2-TZVPD RIJCOSX def2/J DEFGRID3
* xyz 1 1
Sr -15.267 -5.236 -15.730
O -12.865 -8.424 -13.977
C -13.635 -7.436 -14.438
O -14.812 -7.689 -14.862
O -13.255 -6.239 -14.424
H -13.454 -9.211 -13.999
C -19.295 -11.063 -18.292
O -17.968 -11.266 -18.754
C -17.100 -11.678 -17.727
C -16.624 -10.504 -16.897
N -15.362 -10.745 -16.235
C -15.238 -11.965 -15.444
C -13.794 -12.186 -15.069
O -13.434 -11.162 -14.141
C -12.217 -11.462 -13.476
H -19.680 -11.906 -17.715
H -19.888 -10.928 -19.198
H -19.376 -10.136 -17.711
H -16.273 -12.208 -18.206
H -17.567 -12.426 -17.074
H -17.402 -10.227 -16.169
H -16.481 -9.671 -17.592
H -15.118 -9.975 -15.619
H -15.571 -12.846 -16.000
H -15.863 -11.956 -14.536
H -13.152 -12.035 -15.946
H -13.587 -13.184 -14.674
H -12.300 -12.317 -12.803
H -11.875 -10.576 -12.942
H -11.433 -11.668 -14.220
C -18.544 -6.224 -21.192
O -18.082 -6.073 -19.858
C -18.260 -7.232 -19.075
C -17.569 -7.003 -17.737
N -16.281 -6.276 -17.887
C -15.208 -7.126 -18.438
C -13.930 -6.324 -18.619
O -13.506 -5.814 -17.333
C -12.266 -5.118 -17.412
H -18.190 -5.377 -21.779
H -19.636 -6.181 -21.186
H -18.147 -7.111 -21.691
H -17.960 -8.176 -19.549
H -19.342 -7.373 -18.913
H -17.361 -7.956 -17.249
H -18.196 -6.402 -17.074
H -16.527 -5.523 -18.534
H -15.515 -7.506 -19.417
H -15.009 -7.960 -17.765
H -14.011 -5.566 -19.405
H -13.161 -7.036 -18.931
H -11.584 -5.642 -18.096
H -11.766 -5.229 -16.449
H -12.335 -4.090 -17.772
C -10.773 -6.632 -11.427
O -10.643 -6.546 -10.022
C -9.353 -6.099 -9.672
C -9.123 -6.467 -8.215
N -7.826 -6.021 -7.760
C -7.671 -6.083 -6.322
C -8.409 -4.980 -5.580
O -7.834 -3.709 -5.795
C -6.754 -3.425 -4.967
H -10.500 -5.667 -11.871
H -11.796 -6.856 -11.723
H -10.139 -7.429 -11.832
H -9.172 -5.030 -9.826
H -8.583 -6.664 -10.222
H -9.253 -7.563 -8.111
H -9.970 -6.130 -7.611
H -7.079 -6.458 -8.275
H -6.615 -6.009 -6.054
H -8.017 -7.043 -5.890
H -8.481 -5.192 -4.504
H -9.455 -4.909 -5.889
H -6.972 -3.467 -3.893
H -6.399 -2.418 -5.184
H -5.901 -4.088 -5.165
C -11.116 -14.885 -21.166
O -11.078 -13.522 -20.861
C -10.935 -12.714 -22.023
C -10.536 -11.326 -21.594
N -11.715 -10.482 -21.378
C -11.357 -9.243 -20.707
C -11.196 -9.390 -19.202
O -12.482 -9.263 -18.618
C -12.371 -9.072 -17.225
H -11.355 -15.474 -20.280
H -10.145 -15.250 -21.520
H -11.918 -15.093 -21.886
H -11.884 -12.738 -22.571
H -10.131 -13.128 -22.646
H -9.905 -10.881 -22.367
H -9.906 -11.445 -20.699
H -12.377 -11.059 -20.870
H -12.164 -8.525 -20.892
H -10.477 -8.855 -21.218
H -10.487 -8.643 -18.821
H -10.833 -10.394 -18.961
H -11.632 -9.784 -16.837
H -13.323 -9.308 -16.755
H -12.039 -8.066 -16.949
C -13.496 1.503 -13.103
O -13.529 0.164 -12.669
C -13.114 -0.765 -13.640
C -13.545 -2.132 -13.169
N -12.806 -2.506 -12.000
C -13.179 -3.768 -11.409
C -12.355 -3.992 -10.167
O -12.466 -2.935 -9.238
C -11.719 -3.185 -8.069
H -12.481 1.863 -13.304
H -14.003 2.093 -12.348
H -14.046 1.608 -14.051
H -12.020 -0.750 -13.714
H -13.565 -0.523 -14.614
H -13.310 -2.870 -13.950
H -14.644 -2.167 -13.022
H -12.730 -1.765 -11.317
H -12.971 -4.573 -12.120
H -14.252 -3.802 -11.136
H -11.305 -4.099 -10.466
H -12.708 -4.903 -9.667
H -12.034 -2.476 -7.305
H -10.648 -3.041 -8.251
H -11.914 -4.194 -7.685
C -1.884 -9.649 -18.164
O -2.859 -10.624 -17.888
C -4.193 -10.192 -18.028
C -4.574 -9.130 -17.010
N -5.987 -8.752 -17.170
C -6.332 -7.674 -16.258
C -7.810 -7.378 -16.228
O -8.432 -8.404 -15.484
C -9.741 -8.107 -15.116
H -1.882 -8.796 -17.475
H -1.960 -9.248 -19.181
H -0.933 -10.155 -18.007
H -4.840 -11.056 -17.864
H -4.374 -9.841 -19.052
H -3.908 -8.272 -17.093
H -4.481 -9.559 -16.002
H -6.475 -9.601 -16.897
H -5.764 -6.786 -16.541
H -6.072 -7.938 -15.218
H -8.203 -7.251 -17.244
H -7.956 -6.468 -15.628
H -10.353 -8.973 -14.876
H -10.282 -7.575 -15.909
H -9.735 -7.441 -14.241
C -19.669 -8.135 -15.397
O -18.979 -9.069 -14.598
C -18.166 -8.484 -13.608
C -17.427 -9.626 -12.945
N -16.514 -9.191 -11.894
C -15.821 -10.314 -11.291
C -15.000 -9.863 -10.110
O -14.411 -11.007 -9.539
C -13.559 -10.653 -8.455
H -19.699 -8.352 -16.466
H -19.237 -7.125 -15.334
H -20.692 -8.051 -15.011
H -18.748 -7.990 -12.818
H -17.442 -7.778 -14.054
H -16.814 -10.132 -13.719
H -18.064 -10.424 -12.560
H -15.829 -8.561 -12.302
H -15.170 -10.818 -12.020
H -16.540 -11.045 -10.917
H -15.656 -9.354 -9.394
H -14.201 -9.175 -10.426
H -12.787 -9.961 -8.777
H -13.184 -11.612 -8.101
H -14.165 -10.226 -7.648
*
```

Relative energy (zero: lowest compared OMol25 entry of this formula, charge and spin), kcal/mol: 52.5
HOMO energy, eV: -9.981
Calculated total energy, eV: -92372.551
HOMO-LUMO gap, eV: 6.175
E_LUMO, Ha: -0.1399